45
Properties=species:S:1:pos:R:3:forces:R:3 method="wB97M-V/def2-TZVPD" de_lowest_kcal_mol=11.58 homo_ev=-11.9 charge=+1 gap_ev=9.8
Zn -0.014 0.133 0.119 0.416 0.220 0.363
N 0.053 -2.805 0.917 2.864 0.939 0.416
O 1.094 -2.987 0.263 -0.857 -1.752 1.027
O -0.232 -3.342 1.999 -0.164 0.525 -1.821
O -0.610 -1.800 0.469 -2.458 -0.311 0.255
C 0.264 3.014 -0.589 -1.665 1.114 -0.686
O 0.745 2.168 0.155 0.442 -0.607 -0.054
N -1.117 3.239 -0.616 0.837 0.686 -0.495
N 0.972 3.805 -1.465 -2.412 0.673 0.384
H -1.520 3.936 -1.245 0.424 -0.498 0.416
H -1.734 2.894 0.113 0.706 -0.267 -0.220
H 0.518 4.664 -1.780 0.240 -0.624 0.139
H 1.927 3.776 -1.668 1.397 -0.639 0.262
C 1.483 0.098 2.914 -0.695 -1.001 0.303
O 0.495 -0.042 2.170 0.359 0.309 0.728
N 2.632 0.644 2.469 0.697 0.411 0.787
N 1.434 -0.410 4.238 -0.356 0.998 -2.441
H 2.674 1.149 1.606 -0.625 -0.104 -0.529
H 3.389 0.910 3.082 -0.286 -0.301 0.287
H 0.775 -1.183 4.281 0.300 0.193 0.223
H 2.344 -0.556 4.610 0.440 -0.419 0.603
C -1.119 -0.359 -2.689 -2.723 -1.825 -0.256
O -0.236 0.191 -2.063 1.150 1.322 0.617
N -1.854 -1.370 -2.152 -0.281 -0.813 0.092
N -1.584 -0.002 -3.912 2.577 2.244 -0.316
H -1.636 -1.756 -1.253 0.644 0.249 0.555
H -2.309 -2.073 -2.710 -0.141 0.424 -0.425
H -0.976 0.642 -4.457 -0.923 -0.870 0.594
H -2.160 -0.625 -4.401 -0.789 -0.696 -0.732
C -2.906 0.271 1.281 -0.040 0.976 0.496
O -1.922 0.717 0.612 -1.585 0.001 0.133
N -4.081 1.010 1.452 1.773 -0.003 -2.392
N -2.801 -0.879 1.944 2.559 0.155 -1.024
H -4.487 1.014 2.337 -0.778 -0.184 1.448
H -4.170 1.883 0.922 0.253 -0.710 0.468
H -1.909 -1.361 1.703 -0.635 0.242 0.333
H -3.497 -1.477 2.273 -1.632 -0.368 0.483
C 2.530 -1.217 -1.063 0.194 -1.271 1.650
O 1.850 -0.431 -0.347 2.275 -1.284 -0.735
N 3.499 -2.142 -0.590 -0.371 1.523 -2.140
N 2.339 -1.273 -2.405 -1.161 0.775 -0.012
H 4.095 -2.618 -1.287 -0.821 0.588 0.760
H 3.664 -2.429 0.353 -0.482 0.454 0.407
H 1.394 -0.966 -2.694 1.154 0.014 0.307
H 2.703 -2.057 -2.896 0.176 -0.488 -0.260


10
Properties=species:S:1:pos:R:3:forces:R:3 method="wB97M-V/def2-TZVPD" de_lowest_kcal_mol=126.07 homo_ev=-9.9 charge=0 gap_ev=8.6
O -2.394 0.978 -1.111 0.313 -0.489 -0.011
C -1.701 -0.008 -1.067 -0.305 0.304 -0.108
C -0.388 -0.044 -0.368 0.012 0.044 0.012
N 0.248 -1.199 -0.318 -0.155 0.323 -0.039
O 1.357 -1.064 0.377 -0.016 -0.027 0.138
C 1.365 0.303 0.869 0.052 0.172 -0.048
C 0.288 1.059 0.283 0.127 -0.330 -0.004
H -2.006 -0.965 -1.532 0.028 0.098 0.031
H 2.390 0.643 1.012 -0.176 0.011 -0.117
H 0.841 0.297 1.855 0.121 -0.106 0.147